{
  "formula": "C30H69N9O6",
  "method": "wB97M-V/def2-TZVPD",
  "species": ["C", "C", "C", "C", "C", "C", "C", "C", "C", "N", "O", "H", "H", "H", "H", "H", "H", "H", "H", "H", "H", "H", "H", "H", "H", "H", "H", "H", "H", "H", "C", "C", "C", "C", "C", "C", "C", "C", "C", "N", "O", "H", "H", "H", "H", "H", "H", "H", "H", "H", "H", "H", "H", "H", "H", "H", "H", "H", "H", "H", "C", "C", "C", "C", "C", "C", "C", "C", "C", "N", "O", "H", "H", "H", "H", "H", "H", "H", "H", "H", "H", "H", "H", "H", "H", "H", "H", "H", "H", "H", "N", "C", "N", "O", "H", "H", "H", "H", "N", "C", "N", "O", "H", "H", "H", "H", "N", "C", "N", "O", "H", "H", "H", "H"],
  "coordinates": [[1.3058, -2.9452, -5.0911], [-0.0834, -3.4282, -4.7478], [-0.9809, -2.3908, -4.2083], [-0.6868, -4.1386, -6.0139], [-1.9113, -5.0029, -5.7737], [-1.5743, -6.0711, -4.6851], [-1.0377, -5.4202, -3.3956], [-2.1752, -4.7672, -2.5273], [-0.4280, -6.5244, -2.5339], [0.0971, -4.6022, -3.8123], [0.6607, -3.9174, -2.6275], [1.7868, -2.6117, -4.1674], [1.9887, -3.6658, -5.5155], [1.1951, -2.0842, -5.7404], [-0.9502, -1.5768, -4.9260], [-2.0252, -2.6220, -4.1028], [-0.6458, -2.0806, -3.2275], [-0.8766, -3.4350, -6.8229], [0.1429, -4.7393, -6.4012], [-2.7240, -4.3736, -5.4547], [-2.2438, -5.4577, -6.7480], [-0.7653, -6.7170, -4.9567], [-2.3817, -6.6922, -4.3856], [-2.6891, -5.5795, -2.0164], [-2.8869, -4.1948, -3.1429], [-1.8389, -4.1458, -1.7011], [-0.3315, -6.3092, -1.4924], [0.5819, -6.7103, -2.8814], [-1.0611, -7.4086, -2.5724], [1.4829, -4.3564, -2.3830], [5.1911, 3.3781, -1.7217], [5.2626, 2.8470, -0.3265], [6.7087, 2.6698, 0.0976], [4.6267, 3.8548, 0.7300], [4.3537, 3.1565, 2.1097], [3.5901, 1.8120, 2.0538], [4.2512, 0.8626, 1.0002], [5.4648, 0.2228, 1.5067], [3.2003, -0.1639, 0.5903], [4.4444, 1.6123, -0.2658], [5.0193, 0.6880, -1.2247], [4.2803, 3.8661, -1.9657], [6.0486, 4.0700, -1.9904], [5.1663, 2.5321, -2.4325], [7.2100, 3.6082, 0.0120], [6.8888, 2.3441, 1.1126], [7.3136, 1.9712, -0.4902], [5.3370, 4.6310, 0.7897], [3.6730, 4.2598, 0.3632], [5.3526, 3.0425, 2.6383], [3.7738, 3.8874, 2.7221], [2.5651, 1.8532, 1.7505], [3.6061, 1.2776, 3.0030], [6.1455, 0.8009, 2.1273], [6.0622, -0.3112, 0.7610], [5.2198, -0.5894, 2.2036], [2.3302, 0.4046, 0.2295], [2.9113, -0.8466, 1.4230], [3.6011, -0.8402, -0.1756], [5.9687, 0.5970, -1.0377], [-0.7617, 2.5173, 3.1355], [-2.1302, 3.0969, 3.1395], [-2.3180, 4.0611, 4.2927], [-2.5336, 3.7791, 1.7573], [-4.0251, 4.1755, 1.5594], [-4.8405, 2.9163, 1.7100], [-4.5847, 2.1853, 3.0656], [-5.2189, 2.9461, 4.1972], [-5.1027, 0.7071, 2.9088], [-3.0792, 1.9703, 3.2123], [-2.7837, 1.3451, 4.4994], [0.0111, 3.2550, 3.0234], [-0.7695, 1.8072, 3.9397], [-0.7447, 1.8483, 2.2282], [-1.4988, 4.7647, 4.2735], [-3.2611, 4.5821, 4.2149], [-2.2499, 3.5597, 5.2250], [-1.9593, 4.6809, 1.6209], [-2.3320, 3.1089, 0.8975], [-4.2274, 5.0444, 2.1936], [-4.2524, 4.5181, 0.5995], [-4.6150, 2.1775, 0.9225], [-5.9309, 3.1194, 1.6628], [-5.0944, 2.3846, 5.1618], [-6.3079, 3.0168, 4.1435], [-4.8569, 3.9316, 4.3410], [-4.4756, 0.1812, 2.2398], [-6.1739, 0.6173, 2.6134], [-5.1171, 0.2372, 3.8843], [-3.5914, 1.2771, 5.0523], [2.1204, 1.3612, -2.5690], [1.0608, 1.7383, -1.8595], [1.2664, 2.5761, -0.8405], [-0.0955, 1.3347, -2.0520], [1.9319, 0.4632, -2.9815], [3.0610, 1.6587, -2.3213], [2.1737, 2.9395, -0.7650], [0.5115, 3.1575, -0.5740], [-2.2274, -1.4445, 3.9973], [-3.4499, -2.0948, 4.1399], [-3.5929, -3.1906, 3.3197], [-4.3096, -1.6349, 4.9367], [-2.3394, -0.4625, 4.1751], [-1.5695, -1.6679, 3.2482], [-2.9557, -3.2261, 2.5376], [-4.4341, -3.7207, 3.1682], [-1.6504, 0.0595, 0.5614], [-0.9712, -1.0618, 0.4697], [-0.0686, -1.0370, -0.5846], [-1.1083, -1.9354, 1.3003], [-1.9020, 0.3561, 1.4958], [-1.5328, 0.7894, -0.1131], [0.5146, -1.9014, -0.5922], [-0.1183, -0.3984, -1.3513]],
  "mulliken_charge": [-2.08, 2.19, -1.88, -1.40, -0.57, -1.50, 1.97, -1.69, -2.06, -0.21, -0.33, 0.38, 0.39, 0.45, 0.54, 0.28, 0.41, 0.42, 0.40, 0.32, 0.36, 0.47, 0.47, 0.47, 0.33, 0.32, 0.39, 0.49, 0.44, 0.26, -1.87, 1.14, -1.74, -1.28, -0.41, -1.07, 1.50, -1.82, -1.87, 1.04, -0.56, 0.44, 0.35, 0.37, 0.52, 0.37, 0.38, 0.47, 0.37, 0.28, 0.41, 0.20, 0.42, 0.37, 0.36, 0.43, 0.17, 0.39, 0.44, 0.32, -1.77, 1.89, -1.97, -1.02, -0.85, -1.13, 0.75, -1.36, -1.71, 1.18, -0.77, 0.50, 0.45, 0.11, 0.47, 0.32, 0.34, 0.59, -0.08, 0.38, 0.48, 0.33, 0.43, 0.31, 0.42, 0.36, 0.33, 0.41, 0.39, 0.28, -0.25, 0.45, -0.08, -0.78, 0.19, 0.15, -0.04, 0.27, -0.46, 0.65, -0.43, -0.70, 0.31, 0.37, 0.21, 0.23, -0.08, 0.55, 0.04, -0.84, -0.18, 0.30, -0.01, -0.08],
  "multiplicity": 1,
  "lumo_ev": 0.310,
  "relative_energy_kj_mol": 58.3,
  "smiles": "CC1(C)CCCC(C)(C)N1O.CC1(C)CCCC(C)(C)N1O.CC1(C)CCCC(C)(C)N1O.NC(N)=O.NC(N)=O.NC(N)=O"
}

---

{
  "formula": "AgH12O10P",
  "method": "wB97M-V/def2-TZVPD",
  "species": ["Ag", "P", "O", "O", "O", "O", "O", "H", "H", "O", "H", "H", "O", "H", "H", "O", "H", "H", "O", "H", "H", "O", "H", "H"],
  "coordinates": [[0.0314, 0.2320, 0.1017], [-0.4153, -1.7785, -1.5708], [0.7840, -0.9595, -1.6577], [-0.7776, -0.2259, -1.8180], [0.2775, -1.9515, -0.2627], [-1.3633, -1.2311, -0.5815], [-1.1339, -2.3966, 1.8143], [-0.7535, -2.1400, 0.9687], [-2.0655, -2.0714, 1.7447], [-0.7149, 2.1288, -1.6401], [-1.6362, 2.3556, -1.5892], [-0.7551, 1.1226, -1.7138], [-2.3146, 0.3397, 1.0655], [-1.9527, -0.3694, 0.4601], [-2.2093, -0.0348, 1.9100], [0.6478, 2.2490, 1.2344], [1.5801, 2.2952, 1.5108], [0.6889, 3.0429, 0.7258], [2.4815, 0.5367, -0.8612], [1.7896, -0.0879, -1.2643], [2.5771, 1.1208, -1.5697], [1.7875, -0.7529, 1.3878], [2.2738, -0.1651, 0.7948], [1.1729, -1.2587, 0.8105]],
  "mulliken_charge": [0.66, -2.31, 0.04, -0.24, -0.37, 0.01, -0.71, 0.56, 0.21, -0.69, 0.19, 0.51, -0.72, 0.54, 0.22, -0.47, 0.27, 0.27, -0.76, 0.55, 0.20, -0.82, 0.42, 0.46],
  "multiplicity": 1,
  "charge": -2,
  "lumo_ev": 5.432,
  "relative_energy_kj_mol": 0.0
}

---

{
  "formula": "C17H8F3NO2PtS5",
  "method": "wB97M-V/def2-TZVPD",
  "species": ["Pt", "O", "N", "C", "C", "C", "C", "C", "S", "H", "H", "H", "H", "O", "C", "S", "C", "C", "S", "S", "S", "F", "C", "F", "F", "C", "C", "C", "C", "C", "C", "C", "C", "H", "H", "H", "H"],
  "coordinates": [[0.8790, 0.1186, 2.1259], [-0.9148, -1.2312, 2.1595], [-2.1264, -0.7164, 2.1584], [-3.1522, -1.6158, 2.1662], [-4.4623, -1.2270, 2.1883], [-4.7686, 0.1341, 2.2092], [-3.7140, 1.0447, 2.1898], [-2.3896, 0.6292, 2.1465], [-1.1313, 1.7870, 2.0590], [-2.8300, -2.6447, 2.1639], [-5.2388, -1.9764, 2.1922], [-5.7897, 0.4814, 2.2302], [-3.8926, 2.1085, 2.1952], [5.5935, 0.0677, 7.1613], [4.7607, 0.1016, 6.2756], [5.1575, 0.1527, 4.5467], [3.4955, 0.1757, 3.9384], [2.5068, 0.1111, 4.8695], [0.8401, 0.0721, 4.5301], [3.0164, 0.0500, 6.5631], [3.2325, 0.2748, 2.2361], [-0.0241, 1.1942, -7.2947], [0.6505, 0.1342, -6.7438], [1.8611, 0.1562, -7.3374], [0.0140, -0.9486, -7.2957], [0.6817, 0.1333, -5.2721], [1.8973, 0.1656, -4.5644], [1.8967, 0.1700, -3.1954], [0.6902, 0.1434, -2.4617], [-0.5222, 0.1077, -3.1830], [-0.5297, 0.1036, -4.5529], [0.7237, 0.1337, -1.0573], [0.8484, 0.0618, 0.1510], [2.8301, 0.1887, -5.1123], [2.8284, 0.1947, -2.6480], [-1.4532, 0.0854, -2.6344], [-1.4631, 0.0799, -5.1016]],
  "mulliken_charge": [0.77, -0.87, 0.49, -0.28, -0.69, -0.12, -0.69, 0.36, -0.52, 0.40, 0.36, 0.36, 0.32, -0.65, 0.56, -0.21, 0.12, 0.12, -0.49, -0.21, -0.45, -0.28, 0.85, -0.30, -0.28, 0.41, -0.41, -0.64, 0.35, -0.73, -0.62, 0.17, -0.80, 0.39, 0.47, 0.45, 0.33],
  "multiplicity": 1,
  "charge": -2,
  "lumo_ev": 4.400
}

---

{
  "formula": "C3H7NO",
  "method": "wB97M-V/def2-TZVPD",
  "species": ["C", "C", "C", "O", "N", "H", "H", "H", "H", "H", "H", "H"],
  "coordinates": [[-0.2928, -0.4343, 0.9850], [-1.0032, 0.1035, -0.2586], [-0.3586, 0.1463, -1.4134], [0.9908, -0.0857, -1.6588], [1.0935, -0.0216, 1.2344], [-0.8535, -0.2116, 1.8677], [-0.2576, -1.5206, 0.9980], [-2.0909, 0.0805, -0.2439], [0.8166, 0.7510, -1.0116], [-0.8513, 0.3782, -2.3551], [1.7203, -0.1792, 0.4692], [1.0866, 0.9935, 1.3871]],
  "mulliken_charge": [-0.35, -0.40, -0.26, -0.53, -0.72, 0.38, 0.29, 0.30, 0.35, 0.38, 0.31, 0.25],
  "multiplicity": 1,
  "lumo_ev": 0.857,
  "relative_energy_kj_mol": 338.2
}

---

{
  "formula": "C4H7NO3",
  "method": "wB97M-V/def2-TZVPD",
  "species": ["C", "C", "C", "O", "O", "C", "N", "O", "H", "H", "H", "H", "H", "H", "H"],
  "coordinates": [[1.8615, -0.6147, -0.8251], [1.1506, -0.1497, 0.2140], [-0.0944, 0.7090, 0.1531], [-0.4075, 1.0033, -1.1936], [0.1770, 1.9414, 0.7725], [-1.2532, -0.1361, 0.8282], [-1.7438, -1.1626, 0.0563], [-1.7099, 0.0654, 1.9491], [1.5873, -0.3808, -1.8506], [2.7363, -1.2386, -0.6710], [1.4708, -0.4219, 1.2191], [-1.2061, 1.5536, -1.1182], [1.1411, 2.0395, 0.8073], [-1.2779, -1.4267, -0.8038], [-2.4318, -1.7811, 0.4627]],
  "mulliken_charge": [-0.69, -0.67, 0.91, -0.52, -0.57, 0.38, -0.34, -0.61, 0.27, 0.29, 0.37, 0.35, 0.38, 0.23, 0.24],
  "multiplicity": 1,
  "lumo_ev": 0.622,
  "relative_energy_kj_mol": 165.3,
  "smiles": "C=CC(O)(O)C(N)=O"
}

---

Record order is preserved below.
Strongest force on any atom: 0.0783 0.3433 0.0396 0.0798 0.0306 hartree/bohr